A structure of composition C8H18CoS3Te. Source: OMol25; level of theory: the ωB97M-V functional and the def2-TZVPD basis.

```
31
C8H18CoS3Te (the ωB97M-V functional and the def2-TZVPD basis)
Co -0.71505 0.41379 -0.53473
C -0.49377 -2.40825 0.77750
C -1.56779 -2.51380 -0.29936
S -1.29339 -1.39044 -1.71247
C 0.26328 -1.99759 -2.47395
C 1.16178 -0.81310 -2.74712
S 1.32026 0.27192 -1.27430
C 2.20860 -0.75459 -0.04592
C 1.61127 -0.52046 1.32052
S -0.21048 -0.65472 1.29246
H 0.45655 -2.82401 0.44879
H -0.80235 -2.93699 1.68140
H -2.56305 -2.25958 0.07038
H -1.62095 -3.53145 -0.69240
H -0.01265 -2.50335 -3.40030
H 0.72432 -2.72614 -1.80921
H 0.75738 -0.15391 -3.51872
H 2.16844 -1.10178 -3.05925
H 3.25609 -0.44754 -0.07297
H 2.15180 -1.79486 -0.35934
H 1.81106 0.48351 1.69762
H 1.99204 -1.23235 2.05619
C -1.74216 2.64203 2.70548
Te -1.51534 2.47457 0.59267
C -0.59065 4.35124 0.12006
H -0.83832 3.08719 3.11518
H -1.92260 1.64744 3.10575
H -2.60748 3.28544 2.86112
H -1.34680 5.11259 0.30719
H -0.30854 4.33099 -0.92922
H 0.26851 4.46419 0.77695
```

Summary:
HOMO energy (spin up / spin down)	-19.93 / -19.96	eV
total charge	+3

A cluster of 8 separate species, C64H69F16I2N2O4P2S2 in total. Source: OMol25; level of theory: the ωB97M-V functional and the def2-TZVPD basis.

```
161
C64H69F16I2N2O4P2S2 (the ωB97M-V functional and the def2-TZVPD basis)
C -0.29609 -2.28931 -0.39689
C 0.83452 -2.00878 0.23088
C 2.18779 -1.54151 1.01515
C 1.58686 -0.43049 2.01732
C 0.18521 -0.80307 2.72359
C -1.06057 0.05158 2.07342
C -2.50230 -0.63907 2.31393
C -3.52020 0.07830 1.24079
F -3.31318 1.51045 1.45806
F -3.05821 -0.35931 -0.06221
C -5.00238 -0.42252 1.62948
F -5.37590 0.28354 2.84995
F -4.93597 -1.82444 1.93218
S -6.32825 -0.13453 0.34058
F -7.23623 -1.38492 1.07462
F -7.05286 0.97706 1.39356
F -5.51975 1.13685 -0.39826
F -5.73029 -1.29558 -0.71627
F -7.60457 0.11825 -0.77451
C 2.87449 -2.81207 1.80651
C 2.53918 -3.43575 3.24390
C 3.51725 -2.90823 4.43729
C 5.09831 -2.62744 4.28884
N 2.94940 -2.73856 5.64296
N 3.83514 -3.34400 1.00348
I 5.00097 -5.00615 1.52277
C 4.06871 -2.63256 -0.33552
C 3.27163 -3.54983 -1.39229
O 2.38149 -4.55143 -0.76530
C 1.42059 -4.93863 -1.78528
C 0.31232 -6.01132 -1.23142
P 5.85337 -2.70473 -1.07262
S 5.88532 -2.23316 -2.98838
C 3.48314 -1.15182 0.07966
C 3.06479 -0.39658 -1.29408
C 2.52562 1.13163 -1.08387
C 3.24856 2.09862 -2.20571
I 0.37862 1.16581 -1.66273
C 4.66543 -0.52562 1.00237
P 5.70302 0.83463 0.19986
O 6.18325 0.55806 -1.23706
O 4.99669 2.40598 0.40450
O 7.15670 0.91226 1.16072
H -1.39965 -2.36753 -0.74430
H 1.44653 0.62138 1.53760
H 2.34880 -0.25668 2.88837
H -0.04212 -1.92423 2.82284
H 0.25581 -0.40190 3.81999
H -0.86157 0.32548 0.97620
H -1.07987 1.06115 2.65964
H -2.41402 -1.77498 2.14679
H -2.88334 -0.34620 3.36311
H 2.61061 -4.60189 3.28108
H 1.45885 -3.20318 3.61936
H 5.34016 -1.73397 4.99038
H 5.46405 -2.44057 3.21620
H 5.65075 -3.55308 4.69101
H 3.65307 -2.41445 6.33017
H 4.07086 -4.19956 -1.94968
H 2.69738 -2.99575 -2.21633
H 1.97294 -5.41111 -2.69658
H 0.80035 -4.04169 -2.18329
H -0.42668 -6.16356 -2.11785
H -0.29046 -5.45638 -0.40604
H 0.78381 -6.98708 -0.85325
H 6.73807 -1.80867 -0.33908
H 6.44515 -4.00435 -0.98202
H 3.93406 -0.34660 -2.07341
H 2.20633 -0.93758 -1.87237
H 2.63435 1.52932 -0.01336
H 4.29500 1.73025 -2.50453
H 2.52870 2.21219 -3.10456
H 3.36547 3.14982 -1.72096
H 4.27328 -0.04615 1.99591
H 5.43268 -1.32203 1.37880
H 5.38097 3.00226 -0.29932
H 7.93331 0.64892 0.59752
F 7.76512 -5.53980 -0.57623
C 8.57410 -6.50515 -0.10265
C 9.25327 -7.32243 -0.99329
C 10.09390 -8.31772 -0.50335
C 10.23708 -8.49098 0.87246
C 9.54632 -7.66769 1.75777
C 8.71415 -6.66507 1.26791
H 9.12301 -7.17813 -2.05991
H 10.63619 -8.95796 -1.19165
H 10.88973 -9.27057 1.25384
H 9.65590 -7.80662 2.82872
H 8.17553 -6.00875 1.94298
F -12.17887 5.41482 -2.07388
C -11.35543 4.46246 -1.61233
C -10.66698 3.66184 -2.51211
C -9.80824 2.67651 -2.03311
C -9.65607 2.49593 -0.65939
C -10.35597 3.30224 0.23482
C -11.20626 4.29486 -0.24356
H -10.80447 3.81155 -3.57703
H -9.25889 2.04964 -2.72854
H -8.98846 1.72352 -0.28795
H -10.23889 3.15716 1.30447
H -11.75194 4.93727 0.43822
F 5.86261 4.45609 -1.01603
C 5.48851 5.51844 -1.75600
C 5.69140 5.49819 -3.12730
C 5.30021 6.59308 -3.89246
C 4.72040 7.69998 -3.27502
C 4.52616 7.71106 -1.89605
C 4.90721 6.61168 -1.13237
H 6.15152 4.63153 -3.58877
H 5.44725 6.58468 -4.96769
H 4.41943 8.55573 -3.87200
H 4.07820 8.57561 -1.41631
H 4.75546 6.59927 -0.05885
F -11.12004 4.79434 7.28873
C -10.56218 4.25796 6.19411
C -9.19976 4.40842 5.97989
C -8.61946 3.84725 4.84603
C -9.41037 3.15110 3.93361
C -10.77821 3.01029 4.15595
C -11.35689 3.56185 5.29529
H -8.60219 4.96037 6.69653
H -7.55313 3.95244 4.67273
H -8.95740 2.71720 3.04678
H -11.39337 2.47111 3.44193
H -12.41806 3.45451 5.48887
F 5.60950 -1.43877 -5.62585
C 6.31012 -1.33216 -6.76596
C 5.68111 -1.57565 -7.97800
C 6.40643 -1.46012 -9.16049
C 7.75559 -1.11285 -9.11640
C 8.37829 -0.87549 -7.89337
C 7.65049 -0.98014 -6.71154
H 4.63303 -1.85276 -7.99202
H 5.92201 -1.64091 -10.11478
H 8.32196 -1.02721 -10.03908
H 9.43011 -0.60914 -7.86072
H 8.11669 -0.79030 -5.75134
F 1.63848 4.98062 -2.46655
C 0.79472 6.02209 -2.39719
C -0.23703 6.12589 -3.31832
C -1.11524 7.20334 -3.24333
C -0.94483 8.17058 -2.25427
C 0.09775 8.05898 -1.33754
C 0.96936 6.97585 -1.40550
H -0.34886 5.36822 -4.08573
H -1.93062 7.29006 -3.95441
H -1.62771 9.01323 -2.19912
H 0.23140 8.81538 -0.57044
H 1.78097 6.86831 -0.69483
F -10.48092 -5.94595 4.76832
C -10.33684 -4.65435 4.43711
C -9.21394 -4.25374 3.72798
C -9.06665 -2.91405 3.37968
C -10.03909 -1.98829 3.75411
C -11.16014 -2.40075 4.47038
C -11.31312 -3.74206 4.80916
H -8.46407 -4.98677 3.45268
H -8.19603 -2.59128 2.81846
H -9.92132 -0.94231 3.48583
H -11.91442 -1.67768 4.76467
H -12.18350 -4.08211 5.35861
```

Summary:
HOMO energy	-10.15	eV
total charge	+1

The molecule C5H11NO. Source: OMol25; level of theory: the ωB97M-V functional and the def2-TZVPD basis.

```
18
C5H11NO (the ωB97M-V functional and the def2-TZVPD basis)
C -1.96010 -1.13234 -1.01939
C -1.38965 0.15061 -0.39764
C -0.51628 0.03016 0.85578
C 0.85130 -0.77201 0.36235
N 1.89794 0.06315 -0.02952
C 1.99498 1.45606 0.38562
O 0.83548 -2.01151 0.53753
H -2.81926 -1.05023 -1.70889
H -1.16284 -1.75003 -1.45301
H -2.45096 -1.93769 -0.08401
H -2.38515 0.84019 -0.23933
H -0.87111 0.61731 -1.18424
H -0.29577 1.10608 1.05493
H -0.69101 -0.56529 1.72207
H 2.64470 -0.50583 -0.50584
H 1.28844 2.16866 -0.03030
H 2.00844 1.49504 1.51593
H 3.02084 1.79766 0.21792
```

Summary:
HOMO energy	-9.39	eV
SMILES string	CCCC(=O)NC

A structure of composition C54H62AlAsN6OPSi. Source: OMol25; level of theory: the ωB97M-V functional and the def2-TZVPD basis.

```
127
C54H62AlAsN6OPSi (the ωB97M-V functional and the def2-TZVPD basis)
Al -0.84377 -2.07112 0.38810
C -6.79691 -1.21143 3.02125
C -5.66080 -1.56662 2.11472
C -5.70295 -1.28332 0.74788
C -4.66834 -1.64279 -0.08395
C -3.52606 -2.30433 0.39496
N -2.43211 -2.61243 -0.38111
C -2.57385 -3.07166 -1.68972
C -3.79892 -3.56423 -2.13732
C -3.99611 -3.96466 -3.43940
C -2.95266 -3.88231 -4.35370
C -3.16424 -4.25850 -5.78637
C -1.71080 -3.48292 -3.90142
C -1.46032 -3.14105 -2.56171
N -0.15509 -2.92984 -2.18877
C 0.93968 -3.38694 -2.88292
C 2.07191 -3.21501 -2.19866
C 1.75107 -2.53716 -0.91260
N 0.29890 -2.48680 -0.92102
C -3.49185 -2.59058 1.77895
C -4.54499 -2.21492 2.61022
N -2.45461 -3.36174 2.31935
C -2.57595 -4.29481 3.27989
C -1.34381 -4.89985 3.43589
C -0.51309 -4.27941 2.51509
N -1.19796 -3.34741 1.84621
H -7.44907 -0.47225 2.56410
H -7.39432 -2.09983 3.22714
H -6.44043 -0.82887 3.97605
H -6.55397 -0.75696 0.34226
H -4.70443 -1.38219 -1.12938
H -4.61638 -3.65341 -1.43746
H -4.96486 -4.32218 -3.74914
H -4.21690 -4.18122 -6.04323
H -2.58872 -3.61389 -6.44506
H -2.84484 -5.28525 -5.96632
H -0.90596 -3.43127 -4.61714
H 0.83543 -3.84610 -3.84312
H 3.06408 -3.45734 -2.51324
H 2.18809 -1.51086 -0.92076
H -4.48383 -2.43078 3.66790
H -3.50541 -4.49266 3.77219
H -1.09475 -5.68638 4.11656
H 0.52258 -4.45076 2.29375
C -3.21108 1.16243 1.04134
N -2.64191 0.77552 2.31242
C -3.26130 1.39950 3.45959
C -1.62226 -0.05958 2.42086
C -1.01025 -0.30561 3.76152
O -1.16422 -0.68511 1.40415
H -3.39200 2.23670 1.05793
H -4.14939 0.63033 0.86360
H -2.51970 0.95082 0.23043
H -4.28487 1.65052 3.19184
H -2.73160 2.31245 3.73699
H -3.29130 0.73253 4.31719
H -0.73055 0.63643 4.23002
H -0.12219 -0.91836 3.63116
H -1.70154 -0.83352 4.42140
C 4.86862 -1.56161 0.37486
Si 4.11570 -3.28801 0.65632
C 4.37105 -3.76876 2.48605
C 4.89635 -4.60109 -0.48629
C 2.21811 -3.22538 0.36381
H 5.90804 -1.54646 0.68641
H 4.34599 -0.79968 0.94620
H 4.83591 -1.27704 -0.67159
H 5.42716 -3.71998 2.72854
H 4.03693 -4.77934 2.70166
H 3.85200 -3.10020 3.16718
H 5.77762 -5.04360 -0.03026
H 5.20912 -4.16308 -1.42986
H 4.20055 -5.40711 -0.70767
H 1.72949 -2.68657 1.18833
H 1.80659 -4.23702 0.35823
C 2.57965 1.56752 -0.90906
C 2.25091 2.94176 -1.46305
As 3.86136 4.10978 -1.73684
C 4.46420 4.10141 0.12906
C 3.60386 4.23511 1.21265
C 4.08748 4.19222 2.50722
C 5.44251 4.01473 2.73765
C 6.31215 3.88621 1.66785
C 5.82231 3.92840 0.37381
C 2.77095 5.74182 -1.69483
C 1.76898 5.89657 -2.64730
C 0.94655 7.00801 -2.63643
C 1.11992 7.98761 -1.67226
C 2.13080 7.85665 -0.73635
C 2.95545 6.74519 -0.75342
P 1.09161 0.51687 -0.45212
C 0.27955 1.84829 0.52112
C -0.61835 2.79130 0.03899
C -1.08239 3.79562 0.87224
C -0.66777 3.85639 2.19219
C 0.22768 2.91689 2.68038
C 0.70069 1.92341 1.84544
C 0.15835 0.48296 -2.03186
C -1.18212 0.11082 -1.97937
C -1.95422 0.01162 -3.11944
C -1.38153 0.25489 -4.35707
C -0.03184 0.55025 -4.43286
C 0.73740 0.65371 -3.28564
H 3.15512 1.67087 0.01845
H 3.19831 0.99057 -1.60398
H 1.58804 3.48301 -0.78588
H 1.73612 2.86647 -2.42253
H 2.54385 4.38973 1.04521
H 3.40829 4.30613 3.34157
H 5.81982 3.97819 3.74919
H 7.37050 3.75619 1.84322
H 6.49724 3.83234 -0.47040
H 1.63595 5.13586 -3.40932
H 0.17215 7.11289 -3.38263
H 0.47221 8.85170 -1.65575
H 2.27966 8.62370 0.00992
H 3.75036 6.65520 -0.02317
H -0.94640 2.74083 -0.99009
H -1.76126 4.54556 0.49408
H -1.04025 4.64599 2.82873
H 0.56802 2.97272 3.70436
H 1.41097 1.19258 2.21043
H -1.61127 -0.14301 -1.01626
H -2.99608 -0.26168 -3.04746
H -1.97942 0.19429 -5.25311
H 0.43203 0.70506 -5.39507
H 1.79417 0.85273 -3.38150
```

Summary:
HOMO energy	-8.13	eV
total charge	+1